(1)
C26H32F12N3O22PS5 | ωB97M-V/def2-TZVPD

```
101
Properties=species:S:1:pos:R:3
N 3.711 3.977 0.882
P 3.432 2.276 0.857
O 3.763 1.917 2.434
C 1.577 2.223 0.754
C 1.030 1.550 -0.319
C -0.373 1.454 -0.464
C -1.213 2.022 0.476
C -2.715 1.919 0.407
O -3.184 1.180 -0.734
C -3.494 -0.089 -0.478
F -2.468 -0.794 0.008
F -4.488 -0.214 0.393
F -3.869 -0.666 -1.622
C -0.674 2.745 1.577
N -1.539 3.328 2.457
C -0.972 3.949 3.447
C 0.431 4.040 3.623
C 1.017 4.767 4.804
C 0.361 4.496 6.161
C 0.368 3.066 6.628
F -0.213 2.223 5.745
F -0.371 3.000 7.773
C 1.747 2.494 7.006
F 2.169 3.144 8.101
F 2.655 2.723 6.036
C 1.763 0.957 7.294
F 0.571 0.500 7.672
F 2.627 0.735 8.300
C 2.265 0.092 6.104
F 1.666 0.409 4.972
F 1.970 -1.184 6.392
F 3.575 0.181 5.962
N 1.266 3.516 2.771
C 0.720 2.841 1.718
H 4.037 4.282 1.797
H 2.812 4.439 0.771
H 3.667 0.972 2.586
H 1.709 1.112 -1.037
H -0.781 0.920 -1.306
H -3.073 1.470 1.331
H -3.154 2.907 0.359
H -1.620 4.431 4.166
H 2.084 4.589 4.810
H 0.901 5.835 4.613
H -0.666 4.843 6.151
H 0.892 5.075 6.910
O -1.349 -2.707 -6.929
S -2.014 -1.462 -6.782
O -1.881 -0.446 -7.767
O -1.658 -0.870 -5.349
C -2.859 -0.622 -4.595
C -3.840 -1.651 -5.113
O -3.568 -1.711 -6.525
H -3.193 0.396 -4.804
H -2.659 -0.731 -3.538
H -4.875 -1.369 -4.949
H -3.656 -2.637 -4.682
O -5.554 0.548 5.055
S -4.572 -0.233 4.398
O -3.475 0.364 3.725
O -5.314 -1.243 3.402
C -4.960 -2.599 3.708
C -4.677 -2.583 5.196
O -4.004 -1.335 5.410
H -4.073 -2.866 3.132
H -5.781 -3.260 3.444
H -4.038 -3.403 5.513
H -5.598 -2.587 5.782
O 4.007 -5.686 -5.678
S 3.025 -4.665 -5.617
O 2.721 -4.002 -4.403
O 1.678 -5.224 -6.274
C 1.263 -4.377 -7.360
C 2.556 -3.803 -7.901
O 3.344 -3.556 -6.728
H 0.612 -3.600 -6.966
H 0.724 -4.964 -8.098
H 2.408 -2.877 -8.448
H 3.087 -4.521 -8.531
O 4.742 -6.508 3.279
S 3.649 -5.805 3.842
O 2.319 -6.028 3.410
O 3.975 -4.237 3.784
C 3.923 -3.667 5.098
C 4.316 -4.803 6.017
O 3.687 -5.953 5.438
H 2.904 -3.330 5.290
H 4.604 -2.822 5.160
H 3.964 -4.663 7.035
H 5.397 -4.962 6.022
O 1.104 2.916 -12.308
S 0.641 3.313 -11.029
O 1.185 4.437 -10.360
O 0.682 2.039 -10.062
C -0.621 1.780 -9.514
C -1.576 2.286 -10.573
O -0.952 3.479 -11.070
H -0.723 2.338 -8.581
H -0.737 0.723 -9.318
H -2.559 2.521 -10.176
H -1.674 1.576 -11.398
```

## Properties
HOMO level	-0.307	hartree
frontier orbital gap	7.707	eV

Atomic partial charges in e from the Mulliken method, atoms 1 to 2: atom 1 (N): -0.72, atom 2 (P): 0.13

(2)
C37H35ClN2ReS2Si2 | ωB97M-V/def2-TZVPD

```
80
Properties=species:S:1:pos:R:3
C -4.611 0.110 2.260
C -3.382 -0.471 2.753
C -2.321 0.482 2.544
H -3.287 -1.414 3.271
C -2.892 1.639 1.904
C -4.299 1.410 1.726
H -5.014 2.125 1.333
H -5.600 -0.330 2.338
H -1.292 0.371 2.865
H -2.362 2.554 1.662
Re -3.202 -0.052 0.753
Si 3.209 0.540 0.384
C 4.309 -0.844 -0.176
C 4.593 -0.914 -1.548
H 4.242 -0.126 -2.221
C 5.265 -2.022 -2.063
H 5.430 -2.097 -3.136
C 5.688 -3.048 -1.211
H 6.200 -3.925 -1.620
C 5.423 -2.959 0.163
H 5.735 -3.770 0.821
C 4.728 -1.864 0.687
H 4.489 -1.803 1.749
C 3.887 2.099 -0.383
C 5.161 2.577 -0.028
H 5.720 2.068 0.761
C 5.704 3.671 -0.712
H 6.708 4.015 -0.468
C 4.976 4.321 -1.723
H 5.407 5.173 -2.256
C 3.709 3.848 -2.063
H 3.131 4.324 -2.854
C 3.175 2.739 -1.403
H 2.195 2.365 -1.714
H 3.252 0.569 1.857
Si 1.183 -0.025 -0.873
C 0.389 1.482 -0.004
C 0.679 1.848 1.327
H 1.177 1.169 2.027
C 0.477 3.144 1.800
H 0.786 3.396 2.818
C -0.098 4.103 0.972
H -0.253 5.122 1.331
C -0.534 3.725 -0.304
H -1.048 4.450 -0.940
C -0.285 2.433 -0.791
H -0.563 2.169 -1.815
C 0.869 -1.520 0.220
C 0.644 -1.460 1.598
H 0.386 -0.518 2.071
C 0.829 -2.581 2.410
H 0.753 -2.471 3.497
C 1.134 -3.810 1.827
H 1.284 -4.689 2.457
C 1.177 -3.922 0.429
H 1.354 -4.898 -0.034
C 1.048 -2.786 -0.373
H 1.126 -2.852 -1.465
H 0.590 -0.259 -2.175
Cl -1.812 -0.600 -1.166
C -2.591 -3.556 1.448
C -3.588 -3.309 0.373
N -3.991 -2.112 -0.020
C -4.818 -2.143 -1.142
C -5.028 -3.427 -1.618
S -4.240 -4.614 -0.638
C -5.135 -0.877 -1.736
C -5.742 -0.591 -2.946
S -5.691 1.098 -3.303
C -4.778 1.364 -1.804
N -4.584 0.246 -1.124
C -4.198 2.692 -1.462
H -3.054 -3.378 2.429
H -2.250 -4.596 1.386
H -1.730 -2.886 1.314
H -5.604 -3.649 -2.503
H -6.174 -1.344 -3.592
H -4.094 3.279 -2.381
H -4.865 3.222 -0.770
H -3.208 2.568 -1.006
```

## Properties
multiplicity	4
HOMO level (alpha / beta)	-0.494 / -0.485	hartree
frontier orbital gap (alpha / beta)	8.251 / 4.504	eV
total charge	+2

Atomic partial charges in e from the Mulliken method, atoms 1 to 2: atom 1 (C): -0.15, atom 2 (C): -1.05

Repeat the second record exactly.
C37H35ClN2ReS2Si2 | ωB97M-V/def2-TZVPD

```
80
Properties=species:S:1:pos:R:3
C -4.611 0.110 2.260
C -3.382 -0.471 2.753
C -2.321 0.482 2.544
H -3.287 -1.414 3.271
C -2.892 1.639 1.904
C -4.299 1.410 1.726
H -5.014 2.125 1.333
H -5.600 -0.330 2.338
H -1.292 0.371 2.865
H -2.362 2.554 1.662
Re -3.202 -0.052 0.753
Si 3.209 0.540 0.384
C 4.309 -0.844 -0.176
C 4.593 -0.914 -1.548
H 4.242 -0.126 -2.221
C 5.265 -2.022 -2.063
H 5.430 -2.097 -3.136
C 5.688 -3.048 -1.211
H 6.200 -3.925 -1.620
C 5.423 -2.959 0.163
H 5.735 -3.770 0.821
C 4.728 -1.864 0.687
H 4.489 -1.803 1.749
C 3.887 2.099 -0.383
C 5.161 2.577 -0.028
H 5.720 2.068 0.761
C 5.704 3.671 -0.712
H 6.708 4.015 -0.468
C 4.976 4.321 -1.723
H 5.407 5.173 -2.256
C 3.709 3.848 -2.063
H 3.131 4.324 -2.854
C 3.175 2.739 -1.403
H 2.195 2.365 -1.714
H 3.252 0.569 1.857
Si 1.183 -0.025 -0.873
C 0.389 1.482 -0.004
C 0.679 1.848 1.327
H 1.177 1.169 2.027
C 0.477 3.144 1.800
H 0.786 3.396 2.818
C -0.098 4.103 0.972
H -0.253 5.122 1.331
C -0.534 3.725 -0.304
H -1.048 4.450 -0.940
C -0.285 2.433 -0.791
H -0.563 2.169 -1.815
C 0.869 -1.520 0.220
C 0.644 -1.460 1.598
H 0.386 -0.518 2.071
C 0.829 -2.581 2.410
H 0.753 -2.471 3.497
C 1.134 -3.810 1.827
H 1.284 -4.689 2.457
C 1.177 -3.922 0.429
H 1.354 -4.898 -0.034
C 1.048 -2.786 -0.373
H 1.126 -2.852 -1.465
H 0.590 -0.259 -2.175
Cl -1.812 -0.600 -1.166
C -2.591 -3.556 1.448
C -3.588 -3.309 0.373
N -3.991 -2.112 -0.020
C -4.818 -2.143 -1.142
C -5.028 -3.427 -1.618
S -4.240 -4.614 -0.638
C -5.135 -0.877 -1.736
C -5.742 -0.591 -2.946
S -5.691 1.098 -3.303
C -4.778 1.364 -1.804
N -4.584 0.246 -1.124
C -4.198 2.692 -1.462
H -3.054 -3.378 2.429
H -2.250 -4.596 1.386
H -1.730 -2.886 1.314
H -5.604 -3.649 -2.503
H -6.174 -1.344 -3.592
H -4.094 3.279 -2.381
H -4.865 3.222 -0.770
H -3.208 2.568 -1.006
```

## Properties
multiplicity	4
HOMO level (alpha / beta)	-0.494 / -0.485	hartree
frontier orbital gap (alpha / beta)	8.251 / 4.504	eV
total charge	+2

Atomic partial charges in e from the Mulliken method, atoms 1 to 2: atom 1 (C): -0.15, atom 2 (C): -1.05

> Number 1 is which compound?

C26H32F12N3O22PS5